Record 1
117
Properties=species:S:1:pos:R:3:forces:R:3:lowdin_charge:R:1 method="wB97M-V/def2-TZVPD" charge=+1 e_above_lowest_kcal_mol=41.00 spin_multiplicity=2 e_tot_ev=-54831.48411 gap_ev="8.95 / 2.12" mol_weight_g_mol=598.9 s_squared=0.754 largest_force_ha_per_bohr=0.06264
C 10.93661 23.20052 5.76744 0.8 0.8 -0.7 -0.06
C 12.22839 23.79335 6.35033 -0.7 -0.6 -0.2 -0.31
O 11.96948 24.05613 7.69635 -0.3 0.5 1.5 -0.09
H 10.12887 23.93141 5.80561 -0.1 0.2 0.5 0.04
H 10.64457 22.27473 6.26317 0.1 0.0 -0.1 0.07
H 11.05301 23.06806 4.69180 0.1 -0.6 0.0 0.08
H 12.53924 24.74518 5.91963 0.0 -0.1 -0.8 0.10
H 13.05615 23.08420 6.34740 0.0 -0.2 -0.7 0.12
H 12.79773 24.40119 8.03773 -0.1 0.0 0.5 0.09
C 9.83691 26.91137 6.73024 -1.1 0.2 0.4 -0.02
C 8.53153 26.54921 5.96683 1.2 -0.9 2.4 -0.12
O 7.46921 26.37062 6.93536 2.8 1.4 -0.7 0.26
H 10.03025 26.16226 7.49806 0.0 -0.1 0.0 0.08
H 9.62011 27.86097 7.21948 0.4 0.1 0.1 0.09
H 10.74898 27.00650 6.14104 -0.5 0.0 -0.4 0.09
H 8.61199 25.66060 5.34074 -0.6 -0.2 -0.4 0.13
H 8.28919 27.40168 5.33226 -0.7 0.5 -0.5 0.19
H 6.71977 25.90958 6.55147 -1.9 -1.2 -1.5 0.08
C 12.27359 17.82108 5.64957 0.3 0.6 -0.4 -0.07
C 12.09565 19.33101 5.77014 -0.6 -0.8 1.3 -0.28
O 10.79908 19.69462 5.33888 0.4 0.4 -1.4 -0.13
H 11.61385 17.29627 6.34054 0.1 0.0 -0.1 0.07
H 13.31386 17.55092 5.83104 0.0 -0.2 0.1 0.08
H 12.02623 17.57923 4.61592 0.0 -0.4 0.0 0.07
H 12.88287 19.87162 5.24465 -0.3 0.2 -0.2 0.12
H 12.07377 19.60573 6.82473 0.9 0.1 0.2 0.11
H 10.16845 19.55581 6.04927 -0.4 0.1 0.4 0.03
C 8.46007 22.37150 0.32441 0.2 -2.1 2.0 -0.11
C 8.43418 23.13989 -0.91672 -1.4 0.5 -0.3 -0.36
O 9.32508 22.72467 -1.89808 0.9 -0.2 -0.3 -0.04
H 8.07843 21.35962 0.18822 0.3 -0.3 -0.4 0.08
H 7.80535 22.69399 1.13401 -0.1 0.8 -0.2 0.05
H 9.44484 22.25551 0.77703 0.3 0.1 0.0 0.07
H 8.56293 24.18760 -0.64503 -0.2 0.4 -0.5 0.10
H 7.46114 22.90828 -1.34991 -0.2 0.9 -0.2 0.12
H 10.20856 22.91217 -1.57262 0.3 -0.1 -0.2 0.09
C 4.04176 18.55433 6.57517 0.0 0.1 -0.6 -0.08
C 2.86977 19.42979 7.04599 0.5 -1.1 0.6 -0.29
O 2.05737 18.65809 7.95754 0.2 0.7 -0.4 -0.08
H 4.84954 19.09486 6.08180 -0.1 0.5 -0.1 0.04
H 3.72534 17.80807 5.84642 -0.2 -0.2 0.2 0.08
H 4.51880 18.05232 7.41691 -0.3 -0.1 0.2 0.07
H 2.20719 19.77060 6.25042 0.2 0.0 0.0 0.10
H 3.29721 20.27190 7.59027 -0.2 0.4 -0.1 0.09
H 2.50749 18.74350 8.80116 -0.2 -0.3 0.2 0.08
C 1.96451 23.45268 3.88539 -0.2 -1.0 0.1 -0.07
C 3.03274 22.66974 4.61929 0.8 1.4 -0.1 -0.28
O 4.29984 23.07875 4.02811 -1.0 0.1 0.1 -0.12
H 2.20724 24.51343 3.82217 0.0 0.0 0.2 0.07
H 1.02385 23.28791 4.41083 -0.2 0.3 -0.1 0.08
H 1.86798 23.05079 2.87680 -0.1 0.2 0.0 0.08
H 2.88746 21.58955 4.63274 0.1 0.0 -0.5 0.11
H 3.07583 22.97808 5.66387 -0.2 0.0 0.3 0.09
H 4.92882 22.38053 4.22427 0.6 -0.4 0.2 0.02
C 3.77193 26.39410 6.74872 0.3 1.1 -0.1 -0.06
C 4.45026 26.59510 5.38521 -1.2 -1.0 -0.1 -0.28
O 5.38104 25.55701 5.15213 1.7 0.5 0.7 -0.12
H 4.47860 26.52409 7.56837 0.2 0.0 0.1 0.06
H 3.28474 25.43182 6.90604 0.1 0.0 -0.5 0.07
H 3.03006 27.18338 6.87020 -0.2 0.0 0.1 0.08
H 4.94992 27.54787 5.21015 0.0 0.1 0.5 0.11
H 3.70229 26.50883 4.59705 -0.2 0.3 0.0 0.11
H 4.95878 24.82682 4.69373 -0.2 -1.0 -0.3 0.05
C 10.78320 25.97017 2.98395 -0.2 0.3 0.0 -0.08
C 12.19195 25.87868 2.49329 1.3 -0.9 0.1 -0.33
O 12.91160 27.08212 2.65813 -0.5 0.7 0.0 -0.06
H 10.31737 24.98787 2.90530 -0.1 0.0 0.0 0.07
H 10.19285 26.69753 2.42671 0.0 0.0 -0.1 0.07
H 10.78013 26.27555 4.03030 0.0 0.0 0.1 0.05
H 12.26906 25.49575 1.47567 -0.4 0.3 -0.4 0.12
H 12.73153 25.12430 3.06590 -0.2 -0.4 0.3 0.10
H 13.78926 26.97922 2.28298 0.0 0.0 0.0 0.09
C 7.63446 22.80761 3.91482 0.2 1.0 -0.9 -0.07
C 7.21052 21.34632 4.01981 0.9 1.4 -1.2 -0.26
O 6.11150 21.26231 4.88648 -0.1 -0.8 0.5 -0.09
H 6.86405 23.50521 3.58631 -0.5 -0.3 -0.1 0.06
H 8.41084 22.94764 3.16268 0.3 -0.3 0.1 0.06
H 7.99170 23.26965 4.83514 0.2 -0.5 0.4 0.05
H 8.12712 20.83611 4.31585 -0.3 -0.7 0.3 0.10
H 6.90027 20.96594 3.04659 0.1 0.0 0.0 0.13
H 6.50748 21.55915 5.70908 -0.3 0.1 0.6 0.04
C 5.45540 23.06782 7.77630 -1.2 -0.1 1.2 -0.06
C 6.40080 21.96373 8.14459 -0.8 0.3 0.4 -0.29
O 7.44107 22.07298 7.23155 2.0 -0.6 -1.0 -0.11
H 4.55825 22.97506 8.38837 -0.2 0.2 0.1 0.09
H 5.11138 23.05001 6.74217 0.4 0.0 -0.1 0.06
H 5.94059 23.99834 8.07094 -0.1 0.3 -0.4 0.07
H 5.95447 20.97421 8.04588 0.0 -0.1 0.1 0.12
H 6.81492 22.09361 9.14445 -0.4 -0.2 0.2 0.13
H 8.14788 22.59152 7.62285 0.2 0.0 -0.2 0.11
C 9.72427 18.25338 1.93398 0.6 0.6 -0.7 -0.07
C 10.82469 19.33627 1.92970 -0.7 -0.3 1.1 -0.29
O 10.40152 20.41277 2.77661 0.1 0.5 -1.3 -0.13
H 9.97552 17.45801 1.23229 0.0 -0.2 0.2 0.07
H 8.78625 18.68851 1.58922 0.0 0.1 0.1 0.06
H 9.58651 17.86762 2.94409 0.0 -0.1 -0.1 0.06
H 11.07597 19.72248 0.94187 -0.3 0.1 0.0 0.11
H 11.74647 18.92692 2.34303 0.2 -0.2 -0.1 0.10
H 10.53018 20.14574 3.68970 0.1 -0.2 0.6 0.00
C 8.53790 17.30072 6.35205 0.4 -0.3 0.6 -0.06
C 7.90245 18.65379 6.53020 -0.2 0.0 -1.0 -0.29
O 8.82877 19.56845 7.08617 0.3 -0.2 1.1 -0.09
H 9.32830 17.25438 5.60291 -0.4 0.1 -0.4 0.06
H 7.79492 16.51350 6.22411 0.0 0.1 -0.3 0.09
H 9.06546 17.05850 7.27462 -0.1 0.0 0.3 0.08
H 7.00720 18.57566 7.14706 0.0 0.0 0.2 0.10
H 7.63344 19.13063 5.58767 -0.5 -0.6 -0.3 0.10
H 8.29756 20.32147 7.35522 0.3 0.5 -0.1 0.05
C 7.33373 26.27452 1.67189 -0.3 1.4 -1.5 -0.07
C 6.86830 27.30803 0.55144 0.2 -1.1 0.8 -0.29
O 7.92858 28.14724 0.11901 0.0 -0.3 0.1 -0.07
H 7.80391 26.82516 2.48665 -0.2 -0.1 0.3 0.04
H 8.10088 25.64224 1.22488 -0.1 -0.1 0.1 0.05
H 6.47720 25.67508 1.98033 0.1 0.0 0.2 0.06
H 6.00248 27.90078 0.84659 0.0 0.0 0.4 0.10
H 6.50225 26.70262 -0.27777 0.3 0.1 -0.3 0.10
H 7.78500 29.03760 0.44805 0.0 0.0 0.0 0.08


Record 2
14
Properties=species:S:1:pos:R:3:forces:R:3:lowdin_charge:R:1 method="wB97M-V/def2-TZVPD" charge=-1 e_above_lowest_kcal_mol=56.59 spin_multiplicity=1 e_tot_ev=-14253.19852 gap_ev="8.30 / 8.30" smiles="CN[C@H](N=O)N=[N+]([O-])[O-]" mol_weight_g_mol=133.1 largest_force_ha_per_bohr=0.07485
C -1.51451 0.88085 -0.99323 0.5 -3.2 -2.1 -0.14
C 0.03839 -0.69214 0.25126 0.0 2.1 0.5 -0.41
N 0.87597 0.26802 0.98188 -2.2 -1.3 0.6 0.05
N -0.06040 -1.77755 1.29778 -0.3 -0.6 -0.2 -0.02
N -1.34147 -0.12429 0.10125 0.8 0.4 0.0 -0.07
N 2.08272 0.43594 0.54419 -1.7 0.8 0.4 -0.59
O 2.40848 0.07246 -0.57178 1.4 -1.0 -2.0 -0.07
O 0.46976 -2.84046 1.06277 -0.2 1.0 -0.3 -0.05
O 2.79256 1.11443 1.26698 1.8 0.7 0.7 -0.07
H -1.42452 0.30049 -1.99597 -0.1 0.6 1.5 0.09
H -2.50683 1.26614 -1.05511 -0.9 0.2 0.6 0.04
H -0.83324 1.67801 -1.17682 1.0 0.8 0.8 0.05
H 0.46269 -0.93845 -0.70441 0.1 -0.7 -0.4 0.11
H -1.44960 0.35654 0.99121 -0.2 0.1 0.0 0.08


Record 3
29
Properties=species:S:1:pos:R:3:forces:R:3:lowdin_charge:R:1 method="wB97M-V/def2-TZVPD" charge=0 e_above_lowest_kcal_mol=151.13 spin_multiplicity=1 e_tot_ev=-14175.96327 gap_ev="6.69 / 9.57" mol_weight_g_mol=167.3 largest_force_ha_per_bohr=0.07878
C -0.28134 -1.84076 -0.96199 0.6 0.2 0.5 -0.14
C -0.29874 -0.59394 -1.84978 -2.3 0.6 0.4 -0.14
C 1.50104 -1.08640 0.74978 0.1 -2.7 -0.7 -0.14
C -0.00074 -1.26041 0.41893 0.6 -0.6 3.3 -0.28
C -0.58365 0.55756 -0.84651 0.6 -1.0 -2.6 -0.22
C -0.72853 0.10621 0.56289 -0.5 -1.3 -2.2 -0.51
C 2.25825 -0.11141 -0.03787 2.8 0.4 1.4 -0.24
C -0.89631 1.86808 -1.43342 0.8 0.5 -0.5 -0.06
C -0.23447 1.17367 1.44814 3.2 2.4 0.6 -0.06
C -2.24822 -0.05689 0.83870 -0.1 2.6 -2.7 -0.01
N 3.65705 0.03055 0.34161 0.6 -0.7 -2.3 0.05
O 2.68537 1.11199 0.36622 -0.8 0.6 0.7 -0.04
H -1.28620 -2.26401 -0.88661 0.3 -0.4 -0.4 0.11
H 0.52300 -2.59765 -1.15559 -1.0 0.5 -0.3 0.13
H 0.62084 -0.35966 -2.29148 1.6 0.0 -0.8 0.08
H -1.03584 -0.61284 -2.73267 0.7 -0.1 1.3 0.14
H 1.77133 -1.02379 1.83751 -0.6 0.4 -0.7 0.14
H 2.03751 -2.07187 0.42091 -1.0 1.4 0.6 0.15
H -0.30578 -1.99177 1.23796 -0.1 0.8 -1.0 0.16
H -1.94010 1.94036 -1.62546 -1.4 0.3 0.1 0.07
H -0.49675 2.07665 -2.46408 0.3 -0.5 1.1 0.10
H -0.60336 2.67201 -0.76745 0.0 0.4 0.0 0.07
H 0.76931 1.74998 1.22309 -1.8 -1.5 -0.5 0.12
H 0.01685 0.98304 2.48580 -1.1 -0.5 0.5 0.09
H -0.97914 1.91674 1.25773 -0.4 0.9 1.0 0.07
H -2.78102 -0.54799 0.00956 0.3 -0.6 0.7 0.10
H -2.74089 0.97540 0.79687 0.8 -1.2 0.3 0.11
H -2.34320 -0.41700 1.79397 -0.9 -1.3 2.2 0.05
H 3.94374 -0.32589 1.26328 -1.1 0.5 0.2 0.10


Record 4
91
Properties=species:S:1:pos:R:3:forces:R:3:lowdin_charge:R:1 method="wB97M-V/def2-TZVPD" charge=-1 e_above_lowest_kcal_mol=3.96 spin_multiplicity=1 e_tot_ev=-64612.91450 gap_ev=5.98 mol_weight_g_mol=605.5 largest_force_ha_per_bohr=0.01133
Li 0.97730 -0.32800 1.47678 -0.2 0.1 0.2 0.38
C -0.99104 2.52509 -1.84940 0.0 0.0 0.0 -0.10
C -0.78116 3.57503 -0.74347 0.0 0.1 -0.1 -0.70
C -2.11996 3.77364 -0.02930 0.0 0.0 0.0 -0.10
C -0.38546 4.89920 -1.40285 0.0 0.0 0.0 -0.10
P 0.43449 2.72157 0.42081 0.0 0.0 0.0 1.13
C 1.95380 2.68064 -0.66761 0.0 0.2 0.0 -0.30
N 2.19307 1.33623 -1.14568 0.0 0.0 0.2 -0.07
B 1.98508 0.11034 -0.36002 0.2 -0.1 -0.5 -0.38
N 2.15123 -0.90578 -1.42180 0.0 0.0 0.2 -0.07
C 1.87655 -2.31874 -1.31156 0.1 -0.2 -0.1 -0.31
P 0.57619 -2.66248 -0.01416 0.1 0.1 0.1 1.12
C -0.72366 -3.54892 -1.04820 0.0 0.0 -0.1 -0.71
C -0.29136 -4.70953 -1.95052 0.0 0.0 0.0 -0.09
C -1.85670 -4.03119 -0.14133 0.0 0.0 0.0 -0.10
C -1.28112 -2.42477 -1.94087 0.0 -0.1 0.0 -0.10
C 1.43245 -3.86186 1.15008 0.0 0.0 0.0 -0.71
C 0.51587 -4.07665 2.36056 0.0 0.0 0.0 -0.10
C 1.85382 -5.21157 0.57154 0.0 0.0 0.0 -0.10
C 2.67982 -3.13218 1.67007 0.0 0.0 0.1 -0.10
C 2.47004 -0.33768 -2.63589 -0.1 0.1 -0.1 -0.20
C 2.70510 -0.89812 -3.87837 0.0 0.0 0.0 -0.04
C 2.96668 -0.05100 -4.95908 0.0 0.0 0.0 -0.13
C 2.98973 1.32350 -4.79153 0.0 0.1 0.0 -0.13
C 2.75299 1.89890 -3.53950 0.0 0.0 0.0 -0.04
C 2.49433 1.06724 -2.46394 -0.1 0.0 0.0 -0.20
C 0.94964 3.86687 1.81482 0.0 0.0 0.1 -0.71
C -0.17469 3.86850 2.85856 0.0 0.0 0.0 -0.10
C 2.16293 3.19648 2.47910 0.1 0.0 0.0 -0.11
C 1.31590 5.30208 1.44753 0.0 0.0 0.0 -0.10
H -1.76478 2.88181 -2.53590 0.0 0.0 0.0 0.08
H -1.31345 1.56790 -1.43648 0.0 0.0 0.0 0.07
H -0.08426 2.34666 -2.43003 0.0 0.0 0.0 0.07
H -2.89207 4.01213 -0.76726 0.0 0.0 0.0 0.08
H -2.08036 4.59979 0.68064 0.0 0.0 0.0 0.06
H -2.42975 2.87469 0.50691 0.0 0.0 0.0 0.07
H -1.13087 5.15781 -2.16272 0.0 0.0 0.0 0.08
H 0.57768 4.85208 -1.91051 0.0 0.0 0.0 0.07
H -0.34993 5.72026 -0.68968 0.0 0.0 0.0 0.05
H 2.81820 3.08019 -0.12834 0.0 -0.1 0.0 0.08
H 1.79870 3.34094 -1.52252 0.0 0.0 0.0 0.06
H 2.78543 -2.90053 -1.11148 -0.1 0.0 0.0 0.09
H 1.49653 -2.67840 -2.27079 0.0 0.0 0.0 0.06
H 0.09817 -5.55808 -1.39171 0.0 0.0 0.0 0.05
H 0.45887 -4.41373 -2.68285 0.1 0.0 0.0 0.07
H -1.16194 -5.05973 -2.51575 0.0 0.0 0.0 0.08
H -1.58393 -4.93308 0.40736 0.0 0.0 0.0 0.06
H -2.72984 -4.27241 -0.75517 0.0 0.0 0.0 0.08
H -2.15002 -3.26554 0.58020 0.0 0.0 0.0 0.08
H -0.51209 -1.98233 -2.57717 0.0 0.0 0.0 0.07
H -1.72105 -1.62374 -1.34524 0.0 0.0 0.1 0.07
H -2.05670 -2.83905 -2.59283 0.0 0.0 0.0 0.08
H -0.41287 -4.58208 2.10295 0.0 0.0 0.0 0.06
H 0.26547 -3.12477 2.83267 0.0 0.0 0.0 0.07
H 1.03706 -4.69555 3.09660 0.0 0.0 0.0 0.08
H 0.99324 -5.84446 0.35133 0.0 0.0 0.0 0.06
H 2.47050 -5.74397 1.30253 0.0 0.0 0.0 0.08
H 2.44307 -5.10527 -0.34143 0.0 0.0 0.0 0.08
H 2.43595 -2.17940 2.14110 0.0 0.0 0.0 0.06
H 3.41652 -2.94283 0.89103 0.0 0.0 0.0 0.07
H 3.14892 -3.75602 2.43731 0.0 0.0 0.0 0.08
H 2.69423 -1.97301 -4.01226 0.0 0.0 0.0 0.09
H 3.15746 -0.47780 -5.93605 0.0 0.0 0.0 0.08
H 3.19927 1.96505 -5.63892 0.0 0.0 0.0 0.09
H 2.78122 2.97492 -3.41798 0.0 0.0 0.0 0.10
H -0.40306 2.85362 3.18799 0.0 0.0 0.0 0.08
H -1.09034 4.32448 2.48435 0.0 0.0 0.0 0.06
H 0.14664 4.43944 3.73406 0.0 0.0 0.0 0.08
H 2.00048 2.13475 2.66460 -0.1 -0.1 0.0 0.07
H 2.33872 3.67309 3.44779 0.0 0.0 0.0 0.08
H 3.07083 3.30558 1.88521 0.0 0.0 0.0 0.07
H 0.44005 5.88508 1.16379 0.0 0.0 0.0 0.06
H 2.03571 5.34792 0.62790 0.0 0.0 0.0 0.08
H 1.76943 5.79675 2.31247 0.0 0.0 0.0 0.08
O -0.91188 -0.29912 5.00494 -0.1 0.0 0.1 0.00
C -0.80997 -0.29290 3.77969 0.0 -0.1 -0.1 -0.67
O 0.25885 -0.25142 3.09745 0.2 0.1 0.0 -0.17
C -2.09032 -0.36942 2.95121 -0.1 0.0 -0.1 -0.12
C -3.23620 -0.90856 3.52046 0.0 0.0 0.0 -0.03
C -4.42720 -1.05181 2.80155 0.0 0.0 0.0 0.00
C -4.41512 -0.61237 1.50148 0.0 0.0 0.0 -0.22
O -5.44956 -0.59919 0.58915 0.0 0.1 0.0 0.02
C -4.85199 -0.18591 -0.63718 0.0 0.0 0.0 -0.15
O -3.57080 0.35471 -0.35291 0.0 0.0 0.0 0.00
C -3.28625 -0.05245 0.93694 0.0 -0.1 0.0 -0.22
C -2.10648 0.07595 1.62075 0.0 0.0 0.0 0.05
H -3.17600 -1.21856 4.55457 0.0 0.0 0.0 0.11
H -5.31559 -1.48086 3.24268 0.0 0.0 0.0 0.11
H -5.47346 0.58613 -1.09396 0.0 -0.1 0.0 0.13
H -4.74085 -1.05753 -1.29593 0.0 0.0 0.0 0.13
H -1.24010 0.53329 1.15865 0.0 0.0 0.0 0.07


Record 5
20
Properties=species:S:1:pos:R:3:forces:R:3:lowdin_charge:R:1 method="wB97M-V/def2-TZVPD" charge=0 e_above_lowest_kcal_mol=22.95 spin_multiplicity=1 e_tot_ev=-16246.30567 gap_ev=10.00 smiles=CCC.CCS mol_weight_g_mol=106.2 largest_force_ha_per_bohr=0.08567
C 2.40029 0.32436 -1.05798 -0.1 2.3 -1.5 -0.19
C 2.81971 0.84022 0.32741 -3.5 2.4 -1.1 -0.64
S 1.95650 -0.00432 1.65906 -0.7 -0.9 0.4 0.66
H 2.53132 -0.70450 -1.07962 0.7 -2.1 0.0 0.02
H 1.33133 0.42418 -1.37258 0.7 0.5 0.6 0.07
H 3.05795 0.77136 -1.90034 -1.1 -0.6 1.4 0.10
H 2.59367 1.99558 0.48156 0.4 -2.4 -0.5 0.11
H 3.82913 0.70614 0.38470 2.7 -0.4 0.5 0.01
H 1.32318 -1.07227 1.02714 0.8 1.0 0.2 -0.12
C -1.69835 0.97522 0.32019 -3.4 0.7 0.5 -0.13
C -2.07622 -0.48898 0.68043 -0.4 0.1 0.6 -0.33
C -2.18011 -1.41822 -0.52400 0.2 -0.5 0.2 -0.15
H -0.69781 1.12959 0.51149 2.3 0.4 0.1 -0.01
H -1.96581 1.34236 -0.72088 0.2 -0.8 1.2 0.09
H -2.25344 1.66984 1.05274 0.8 -0.8 -1.1 0.09
H -1.28463 -0.92154 1.38576 -1.1 0.7 -0.8 0.10
H -3.07951 -0.51255 1.23238 1.4 0.0 -0.6 0.11
H -2.43970 -2.40311 -0.12021 0.0 -0.1 -0.4 0.06
H -1.20537 -1.51664 -1.03909 -0.5 0.1 0.1 0.07
H -2.96213 -1.13671 -1.24815 0.4 0.1 0.3 0.07


Record 6
11
Properties=species:S:1:pos:R:3:forces:R:3:lowdin_charge:R:1 method="wB97M-V/def2-TZVPD" charge=0 e_above_lowest_kcal_mol=51.48 spin_multiplicity=1 e_tot_ev=-16088.75804 gap_ev=10.10 smiles=C[C@@H]1O[C@H]1S mol_weight_g_mol=90.1 largest_force_ha_per_bohr=0.09532
C 0.10675 0.20610 -0.40486 1.4 -1.3 2.8 -0.45
C -0.98096 0.20573 0.59215 -0.3 1.3 -4.7 -0.55
C 1.46549 -0.18140 0.14430 0.6 3.2 -1.9 -0.01
O -0.45152 1.42440 -0.15850 -0.5 0.8 2.2 -0.05
S -2.52396 -0.30134 -0.06306 -1.0 -0.4 0.1 0.80
H -0.24401 -0.14266 -1.29631 0.0 -1.4 -2.6 0.08
H -0.91034 0.10513 1.60768 0.7 0.3 2.3 0.07
H 1.57439 -1.18302 0.33577 0.0 -2.4 0.8 0.05
H 1.68215 0.48443 0.93948 -0.3 0.1 1.7 0.08
H 2.34369 0.11411 -0.44166 -0.4 -0.2 -0.9 0.08
H -2.06168 -0.73148 -1.25501 -0.2 0.1 0.3 -0.12


Please write out number 6 again, unchanged.
11
Properties=species:S:1:pos:R:3:forces:R:3:lowdin_charge:R:1 method="wB97M-V/def2-TZVPD" charge=0 e_above_lowest_kcal_mol=51.48 spin_multiplicity=1 e_tot_ev=-16088.75804 gap_ev=10.10 smiles=C[C@@H]1O[C@H]1S mol_weight_g_mol=90.1 largest_force_ha_per_bohr=0.09532
C 0.10675 0.20610 -0.40486 1.4 -1.3 2.8 -0.45
C -0.98096 0.20573 0.59215 -0.3 1.3 -4.7 -0.55
C 1.46549 -0.18140 0.14430 0.6 3.2 -1.9 -0.01
O -0.45152 1.42440 -0.15850 -0.5 0.8 2.2 -0.05
S -2.52396 -0.30134 -0.06306 -1.0 -0.4 0.1 0.80
H -0.24401 -0.14266 -1.29631 0.0 -1.4 -2.6 0.08
H -0.91034 0.10513 1.60768 0.7 0.3 2.3 0.07
H 1.57439 -1.18302 0.33577 0.0 -2.4 0.8 0.05
H 1.68215 0.48443 0.93948 -0.3 0.1 1.7 0.08
H 2.34369 0.11411 -0.44166 -0.4 -0.2 -0.9 0.08
H -2.06168 -0.73148 -1.25501 -0.2 0.1 0.3 -0.12